A molecular structure, C5H7NO, computed with ωB97M-V with the def2-TZVPD basis set.

Energy relative to the best compared isomer or geometry (same formula, charge and spin) in kcal per mole: 44.55
HOMO level in eV: -9.3
E_tot in eV: -8834.271
Multiplicity: 1

```
14
Properties=species:S:1:pos:R:3:forces:R:3
C 0.700 -1.398 -1.461 0.007 -0.052 -0.078
C 0.109 0.236 0.299 0.057 -0.144 -0.164
C -1.219 0.354 0.185 0.013 -0.053 -0.047
C -1.131 1.302 1.298 -0.674 0.283 0.227
N -1.913 2.004 1.969 0.387 -0.151 -0.109
O 0.294 1.136 1.371 0.055 -0.033 0.011
C 1.228 -0.480 -0.355 -0.067 0.053 0.054
H 1.486 -1.623 -2.185 -0.079 -0.049 0.108
H 0.329 -2.340 -1.047 0.054 0.154 -0.060
H -0.127 -0.927 -2.005 0.194 -0.027 0.075
H -2.030 -0.027 -0.412 0.183 -0.030 0.014
H -1.440 2.546 2.688 0.110 -0.001 0.013
H 1.930 0.267 -0.747 -0.145 -0.077 0.040
H 1.785 -1.049 0.401 -0.095 0.127 -0.086
```
Positions in Å, forces in eV/Å.

natural (NBO) atomic charge list, values in e, 6 entries: -0.6007, 0.4002, -0.4271, 0.5590, -0.6421, -0.5322

---

C5H7NO in the gas phase in a non-equilibrium geometry, computed with ωB97M-V with the def2-TZVPD basis set.

SMILES: Cc1occc1N
Energy relative to the best compared isomer or geometry (same formula, charge and spin) in kcal per mole: 93.93
HOMO level (alpha / beta) in eV: -7.5 / -7.6
E_tot in eV: -8832.130
Multiplicity: 1

```
14
Properties=species:S:1:pos:R:3:forces:R:3
C -1.250 -1.112 0.123 -0.061 -0.238 -0.344
C -0.398 -0.124 0.879 -0.146 0.422 0.108
C 0.189 0.892 0.133 -0.130 -0.094 0.263
N -0.512 1.912 -0.474 0.118 0.099 0.143
C 1.510 0.445 -0.194 0.074 -0.093 -0.066
C 1.632 -0.801 0.374 -0.569 0.259 -0.582
O 0.629 -0.980 1.257 0.134 -0.293 -0.301
H -2.033 -0.668 -0.495 0.028 -0.071 0.178
H -0.424 -1.564 -0.524 -1.302 0.225 0.018
H -1.613 -1.942 0.731 -0.210 0.298 0.004
H 0.022 2.594 -0.989 -0.013 -0.092 0.100
H -1.238 2.323 0.092 0.039 -0.052 -0.120
H 2.173 0.873 -0.936 -0.162 -0.079 -0.009
H 1.609 -1.699 -0.254 2.200 -0.291 0.606
```
Positions in Å, forces in eV/Å.

natural (NBO) atomic charge list, values in e, 6 entries: -0.6079, 0.1087, 0.1553, -0.7963, -0.3234, 0.0651

---

C5H7NO in the gas phase in a non-equilibrium geometry, computed with ωB97M-V with the def2-TZVPD basis set.

SMILES: C/C=C\CN=C=O
Energy relative to the best compared isomer or geometry (same formula, charge and spin) in kcal per mole: 49.74
HOMO level in eV: -9.6
E_tot in eV: -8834.046
Multiplicity: 1

```
14
Properties=species:S:1:pos:R:3:forces:R:3
O 1.261 2.260 -0.877 -0.635 -0.302 0.008
C 0.281 1.728 -0.514 -1.194 1.924 -0.754
C 1.355 -0.115 0.463 0.094 -0.356 0.889
C 0.522 -1.243 -0.059 -0.181 -0.019 0.217
C -0.793 -1.102 -0.210 0.219 0.069 -0.020
C -1.560 0.193 -0.029 -0.198 -0.056 -0.116
N -0.820 1.446 -0.074 0.012 0.356 -0.915
H 1.747 -0.265 1.455 0.621 -1.019 0.405
H 2.205 0.123 -0.199 -0.601 0.279 0.410
H 1.006 -2.189 -0.299 -0.146 0.103 0.086
H -1.409 -1.955 -0.497 0.116 0.217 -0.056
H -2.137 0.161 0.904 0.126 0.108 -0.124
H -2.290 0.277 -0.836 -0.117 -0.202 0.078
H 0.632 0.682 0.772 1.883 -1.102 -0.109
```
Positions in Å, forces in eV/Å.

natural (NBO) atomic charge list, values in e, 6 entries: -0.5133, 0.8566, -0.6961, -0.1707, -0.2210, -0.2601

---

C5H7NO in the gas phase in a non-equilibrium geometry, computed with ωB97M-V with the def2-TZVPD basis set.

SMILES: C=CN1C=CCO1
Energy relative to the best compared isomer or geometry (same formula, charge and spin) in kcal per mole: 111.98
HOMO level in eV: -7.4
E_tot in eV: -8831.347
Multiplicity: 1

```
14
Properties=species:S:1:pos:R:3:forces:R:3
C -0.634 -0.427 -1.845 0.745 -4.492 -0.396
C 0.294 -0.994 -1.024 -1.625 4.861 0.550
C 0.876 0.510 2.296 1.963 0.443 4.551
C 1.001 -0.287 1.308 0.787 -1.207 -2.064
C -1.308 0.624 -1.109 -2.528 2.526 -2.119
N 0.492 -0.073 0.078 -0.684 -1.378 -2.624
O -0.510 0.930 -0.029 1.297 0.178 1.323
H -1.109 -1.190 -2.548 0.600 1.852 0.437
H 0.938 -1.769 -1.237 1.186 -1.673 0.083
H 1.509 0.411 3.231 -0.996 -0.104 -1.350
H 0.451 1.416 2.127 -1.729 2.376 0.028
H 1.765 -1.003 1.275 0.613 -1.560 0.134
H -1.485 1.681 -1.740 0.237 -2.753 1.596
H -2.280 0.172 -0.783 0.135 0.930 -0.147
```
Positions in Å, forces in eV/Å.

natural (NBO) atomic charge list, values in e, 6 entries: -0.3059, -0.0089, -0.4960, -0.0222, -0.0939, -0.1332

---

C5H7NO in the gas phase in a non-equilibrium geometry, computed with ωB97M-V with the def2-TZVPD basis set.

SMILES: C=C1[C@@H]2[C@H]1[C@]2(N)O
Energy relative to the best compared isomer or geometry (same formula, charge and spin) in kcal per mole: 193.16
HOMO level (alpha / beta) in eV: -7.0 / -7.2
E_tot in eV: -8827.827
Multiplicity: 1

```
14
Properties=species:S:1:pos:R:3:forces:R:3
C 0.445 -0.741 -0.456 0.127 1.080 1.992
N 0.338 -1.788 -1.434 -0.349 0.263 0.363
C -0.063 0.594 -0.770 1.473 0.358 -5.052
C -0.807 -0.225 0.262 -1.199 -0.770 0.779
C -0.582 2.012 1.533 -0.342 0.732 0.848
O 1.584 -0.898 0.368 -0.043 -0.366 -0.180
C -0.916 1.146 0.595 1.162 -1.902 1.716
H 2.306 -1.208 -0.198 -0.222 0.123 0.052
H 0.131 -2.678 -0.989 0.142 0.072 0.020
H -0.404 -1.593 -2.100 0.229 0.177 0.054
H 0.675 1.383 -0.841 -0.744 0.265 -0.394
H -1.738 -0.761 0.113 -0.350 -0.002 -0.221
H -0.924 3.041 1.487 0.630 0.178 -0.315
H -0.046 1.716 2.430 -0.514 -0.209 0.336
```
Positions in Å, forces in eV/Å.

natural (NBO) atomic charge list, values in e, 6 entries: 0.3757, -0.8291, -0.4713, -0.1889, -0.3900, -0.7176

---

C5H7NO in the gas phase, computed with ωB97M-V with the def2-TZVPD basis set.

Energy relative to the best compared isomer or geometry (same formula, charge and spin) in kcal per mole: 84.89
HOMO level (alpha / beta) in eV: -7.1 / -7.1
E_tot in eV: -8832.522
Multiplicity: 1

```
14
Properties=species:S:1:pos:R:3:forces:R:3
C -1.327 -1.373 0.151 -0.075 -0.052 0.085
C -0.541 -0.087 -0.015 0.030 0.113 0.058
C 0.848 -0.167 -0.548 0.087 0.087 0.164
C 1.770 0.754 0.159 -0.098 0.227 0.019
O 1.298 1.544 1.016 0.026 -0.385 -0.154
C -1.195 1.151 -0.144 -0.244 0.718 -0.029
N -1.617 2.246 -0.135 0.245 -0.856 -0.212
H -2.380 -1.154 0.353 0.195 0.008 0.005
H -0.963 -1.988 0.987 -0.042 0.105 -0.129
H -1.312 -2.016 -0.746 0.050 0.211 0.114
H 0.302 1.239 1.107 0.057 -0.277 0.058
H 1.274 -1.181 -0.516 -0.054 0.150 0.000
H 1.015 0.159 -1.601 -0.106 -0.031 0.020
H 2.828 0.873 -0.069 -0.070 -0.018 0.001
```
Positions in Å, forces in eV/Å.

natural (NBO) atomic charge list, values in e, 6 entries: -0.5962, -0.4759, -0.5202, 0.4915, -0.5302, 0.2122

---

2 unconnected molecules or ions with the total composition C5H7NO, computed with ωB97M-V with the def2-TZVPD basis set.

SMILES: [H]/N=C\CC#C.C=O
Energy relative to the best compared isomer or geometry (same formula, charge and spin) in kcal per mole: 79.00
HOMO level in eV: -9.6
E_tot in eV: -8832.777
Multiplicity: 1

```
14
Properties=species:S:1:pos:R:3:forces:R:3
O -3.417 -0.614 0.556 0.260 0.262 0.300
C -2.717 0.101 1.230 -0.208 -0.172 -0.096
N -0.640 0.679 -0.266 0.326 -0.303 -0.087
C -0.206 -0.500 -0.410 -0.172 0.230 0.044
C 1.233 -0.922 -0.645 0.022 0.033 -0.003
C 2.162 0.203 -0.557 0.333 0.440 0.021
C 2.856 1.183 -0.459 -0.274 -0.440 -0.053
H -2.843 1.197 1.280 -0.111 -0.128 -0.055
H 0.124 1.358 -0.340 -0.026 -0.038 0.030
H -0.933 -1.318 -0.345 0.118 0.077 -0.049
H -1.906 -0.306 1.866 -0.148 0.019 -0.044
H 1.493 -1.692 0.093 -0.024 0.113 -0.100
H 1.302 -1.407 -1.627 0.002 0.062 0.114
H 3.490 2.039 -0.375 -0.098 -0.156 -0.023
```
Positions in Å, forces in eV/Å.

natural (NBO) atomic charge list, values in e, 6 entries: -0.5392, 0.2977, -0.6089, 0.1530, -0.5628, -0.0232

---

A molecular structure, C5H7NO in a non-equilibrium geometry, computed with ωB97M-V with the def2-TZVPD basis set.

Energy relative to the best compared isomer or geometry (same formula, charge and spin) in kcal per mole: 70.19
HOMO level in eV: -7.1
E_tot in eV: -8833.159
Multiplicity: 1

```
14
Properties=species:S:1:pos:R:3:forces:R:3
C -0.101 1.937 -0.092 -0.701 -0.179 0.282
C -1.183 -0.476 -0.003 0.529 4.097 -0.649
C -0.189 0.445 -0.062 -0.761 3.197 -0.843
C 2.047 -0.807 0.078 -0.074 -0.414 -0.037
O -2.465 -0.427 -0.065 -2.351 -0.819 -0.026
N -0.373 -1.481 0.190 1.084 -6.555 1.655
C 0.735 -0.617 0.066 1.902 0.034 -0.042
H -2.801 -1.332 0.016 -0.321 0.274 0.011
H -0.502 -2.468 0.006 0.312 0.308 -0.317
H -0.862 2.342 -0.767 0.261 0.016 -0.174
H -0.376 2.349 0.885 0.348 0.155 0.039
H 0.883 2.308 -0.385 -0.125 -0.104 0.018
H 2.465 -1.789 0.255 0.028 0.039 -0.098
H 2.722 0.017 -0.122 -0.131 -0.049 0.179
```
Positions in Å, forces in eV/Å.

natural (NBO) atomic charge list, values in e, 6 entries: -0.6279, 0.5300, -0.2746, -0.4951, -0.6126, -0.6534

---

C5H7NO in the gas phase, computed with ωB97M-V with the def2-TZVPD basis set.

SMILES: C[C@@H]1OC=C=C1N
Energy relative to the best compared isomer or geometry (same formula, charge and spin) in kcal per mole: 70.96
HOMO level in eV: -7.8
E_tot in eV: -8833.126
Multiplicity: 1

```
14
Properties=species:S:1:pos:R:3:forces:R:3
C -1.496 -0.938 -0.015 0.023 0.068 0.052
C -0.074 -0.505 -0.321 -0.149 0.082 -0.088
C 0.525 0.834 0.013 -0.130 0.151 -0.061
N -0.192 1.956 -0.200 0.236 -0.001 0.326
C 1.891 0.747 0.324 -0.354 -0.280 0.159
C 1.969 -0.621 0.459 0.227 -0.092 0.130
O 0.891 -1.410 0.177 0.188 0.081 0.021
H -2.208 -0.297 -0.547 0.126 -0.087 0.076
H -1.649 -1.965 -0.362 0.058 0.207 0.016
H -1.731 -0.911 1.052 0.162 0.069 -0.073
H 0.335 2.808 -0.076 -0.081 0.020 0.109
H -1.157 1.981 0.097 0.050 -0.021 -0.303
H 0.094 -0.444 -1.402 -0.277 -0.366 -0.269
H 2.802 -1.234 0.803 -0.079 0.168 -0.095
```
Positions in Å, forces in eV/Å.

natural (NBO) atomic charge list, values in e, 6 entries: -0.6261, -0.0039, 0.2734, -0.7638, -0.4987, 0.2011

---

C5H7NO in the gas phase, computed with ωB97M-V with the def2-TZVPD basis set.

SMILES: Cn1cccc1O
Energy relative to the best compared isomer or geometry (same formula, charge and spin) in kcal per mole: 22.21
HOMO level in eV: -8.0
E_tot in eV: -8835.240
Multiplicity: 1

```
14
Properties=species:S:1:pos:R:3:forces:R:3
C 1.094 0.785 -1.153 0.094 0.079 -0.146
N -0.084 0.330 -0.424 0.009 -0.105 0.166
C -0.574 1.077 0.641 0.010 0.060 0.129
C -0.920 0.230 1.649 -0.054 0.087 -0.002
C -0.654 -1.113 1.210 -0.031 -0.062 -0.100
C -0.169 -1.000 -0.056 -0.063 0.187 0.179
O 0.180 -1.946 -0.970 -0.017 0.037 -0.031
H 0.854 1.606 -1.832 -0.008 -0.085 0.076
H 1.503 -0.052 -1.723 -0.099 0.182 0.001
H 1.858 1.113 -0.438 -0.060 -0.009 -0.174
H -0.648 2.152 0.551 0.116 -0.137 0.130
H -1.364 0.519 2.592 0.033 -0.053 -0.132
H -0.834 -2.033 1.749 -0.082 0.127 -0.142
H -0.242 -1.668 -1.796 0.152 -0.307 0.046
```
Positions in Å, forces in eV/Å.

natural (NBO) atomic charge list, values in e, 6 entries: -0.4107, -0.3986, -0.0813, -0.2693, -0.3637, 0.4366